An isolated ion of composition C7H10N3OS and charge +1, computed with ωB97M-V/def2-TZVPD.

Summary:
HOMO level: -13.20 eV
Kohn-Sham gap: 8.56 eV
calculated total energy: -24764.980 eV
spin multiplicity: 1
energy above the lowest of the compared OMol25 structures with the same formula, charge and spin: 78.96 kcal/mol
molar mass: 184.24 g/mol
net charge: +1

Atoms and positions in Å:
1 C -1.4542 1.5430 0.4637
2 C -0.8510 0.3294 0.0161
3 C 0.6293 0.2162 -0.0309
4 C -1.7618 -0.6841 -0.1925
5 C 2.4772 -1.4273 0.3709
6 C 1.1962 -2.1250 0.8193
7 C 0.9336 3.0455 -0.5777
8 N -1.9542 2.5015 0.7757
9 N -3.0903 -0.6023 -0.0805
10 N 1.1837 -1.0163 -0.1129
11 O -1.3599 -1.9455 -0.7133
12 S 1.7928 1.4896 -0.1323
13 H 3.0161 -0.7698 1.1508
14 H 3.0252 -2.0113 -0.4217
15 H 1.0485 -3.0135 0.3699
16 H 0.9225 -2.1024 1.8460
17 H 0.4067 3.6317 0.1604
18 H 0.0928 2.6344 -1.2014
19 H 1.7136 3.6935 -1.0052
20 H -3.6559 0.1376 0.2564
21 H -3.6245 -1.4725 -0.3867
22 H -0.6866 -2.0524 -1.3740

C33H41MgN10OS as an isolated structure, computed with ωB97M-V/def2-TZVPD.

Summary:
HOMO level: -8.78 eV
Kohn-Sham gap: 4.74 eV
calculated total energy: -68112.208 eV
spin multiplicity: 1
energy above the lowest of the compared OMol25 structures with the same formula, charge and spin: 31.48 kcal/mol
molar mass: 650.13 g/mol
net charge: +1

Atoms and positions in Å:
1 Mg 0.0682 0.2416 -0.2665
2 C 0.3543 -0.4091 -3.6589
3 N -0.6361 -0.1484 -2.5979
4 C -1.4838 0.9396 -3.1276
5 C -1.4241 -1.3599 -2.3518
6 C -2.2310 -1.8090 -3.3878
7 C -3.0839 -2.8896 -3.2611
8 C -3.1610 -3.4840 -2.0149
9 C -2.3528 -3.0589 -0.9764
10 C -1.3690 -2.0474 -1.0995
11 N -0.4134 -1.6824 -0.1622
12 C -0.0379 -2.3739 0.9805
13 C -0.6899 -3.5021 1.5350
14 C -0.2450 -4.1992 2.6446
15 C 0.8911 -3.7984 3.3206
16 C 1.5467 -2.6833 2.8359
17 C 1.1266 -1.9732 1.7178
18 N 1.9576 -0.8267 1.3384
19 C 1.9989 0.1998 2.3940
20 C 3.3546 -1.2403 1.1356
21 H -0.1393 -0.5580 -4.6243
22 H 0.9256 -1.2977 -3.4421
23 H 1.0326 0.4413 -3.7536
24 H -1.6901 0.8090 -4.1945
25 H -0.9656 1.8942 -3.0097
26 H -2.4414 0.9652 -2.6209
27 H -2.1983 -1.2955 -4.3417
28 H -3.6853 -3.2275 -4.0935
29 H -3.8586 -4.2935 -1.8385
30 H -2.5473 -3.5177 -0.0301
31 H -1.5969 -3.8820 1.1165
32 H -0.8044 -5.0639 2.9797
33 H 1.2571 -4.3270 4.1899
34 H 2.4355 -2.3506 3.3582
35 H 2.3699 -0.2004 3.3447
36 H 1.0099 0.6074 2.5457
37 H 2.6766 0.9976 2.0811
38 H 3.8592 -1.4592 2.0820
39 H 3.9075 -0.4280 0.6566
40 H 3.4081 -2.1252 0.5121
41 C 4.3837 -2.3368 -3.1200
42 C 3.2925 -2.7358 -2.3582
43 C 2.5117 -1.7977 -1.7132
44 C 2.8382 -0.4404 -1.7929
45 C 3.9446 -0.0445 -2.5565
46 C 4.7034 -0.9872 -3.2206
47 N 2.0197 0.4847 -1.1224
48 N 2.5918 1.5837 -0.9089
49 C 1.9203 2.5213 -0.1385
50 C 2.5713 3.7392 0.0778
51 C 2.0096 4.6437 0.9567
52 C 0.8217 4.3082 1.5993
53 C 0.2313 3.0916 1.3045
54 N 0.7532 2.2236 0.4444
55 H 4.9728 -3.0749 -3.6477
56 H 3.0419 -3.7852 -2.2774
57 H 1.6438 -2.0936 -1.1322
58 H 4.1697 1.0077 -2.6437
59 H 5.5372 -0.6726 -3.8334
60 H 3.5108 3.9230 -0.4235
61 H 2.4957 5.5893 1.1556
62 H 0.3646 4.9827 2.3090
63 H -0.7100 2.7939 1.7526
64 C -5.7436 -0.0674 -2.1512
65 C -5.2964 0.1857 -0.7049
66 C -4.0851 1.0503 -0.6506
67 N -2.9157 0.6837 -0.2870
68 N -1.9440 1.6358 -0.4139
69 C -2.3996 2.7628 -0.8930
70 N -1.6623 3.8681 -1.1562
71 S -4.1143 2.7255 -1.2094
72 H -6.6331 -0.6953 -2.1628
73 H -4.9556 -0.5769 -2.7078
74 H -5.9804 0.8709 -2.6547
75 H -5.0462 -0.7593 -0.2239
76 H -6.1078 0.6621 -0.1503
77 H -0.6622 3.7885 -1.1336
78 H -2.0690 4.6317 -1.6630
79 C -2.5334 -1.0013 3.2596
80 C -1.5209 0.0750 2.9890
81 N -1.1680 0.8297 4.0567
82 O -1.0353 0.2575 1.8802
83 H -3.0886 -0.8196 4.1780
84 H -2.0148 -1.9581 3.3358
85 H -3.2148 -1.0593 2.4126
86 H -1.5558 0.6706 4.9685
87 H -0.4765 1.5523 3.9597

A 2-piece molecular cluster, BrClH4Si2 overall, computed with ωB97M-V/def2-TZVPD.

Summary:
HOMO level: -8.90 eV
Kohn-Sham gap: 7.90 eV
calculated total energy: -98384.486 eV
spin multiplicity: 1
energy above the lowest of the compared OMol25 structures with the same formula, charge and spin: 56.55 kcal/mol
molar mass: 175.56 g/mol

Atoms and positions in Å:
1 Si 0.2992 1.6301 0.0568
2 Si -0.0224 -2.2413 -0.4710
3 Cl -1.1700 -2.2094 1.2752
4 Br -1.4233 1.6421 -1.3099
5 H 0.9511 2.8471 0.2084
6 H 1.0051 0.6694 -0.6605
7 H -0.3515 1.0913 1.1637
8 H 0.7118 -3.4294 -0.2627

A 14-piece molecular cluster, C28H74BCl2NO21P overall, computed with ωB97M-V/def2-TZVPD.

Summary:
HOMO level: -11.34 eV
Kohn-Sham gap: 6.93 eV
calculated total energy: -109723.922 eV
spin multiplicity: 1
molar mass: 873.58 g/mol
net charge: +1

Atoms and positions in Å:
1 C 0.4286 -5.7734 1.3196
2 O 0.4845 -4.9229 0.1358
3 B 0.8356 -3.6384 0.4245
4 O 0.1160 -2.7952 1.2387
5 C 2.1726 -3.0587 -0.2496
6 C 3.2518 -2.8446 0.6149
7 C 3.1036 -3.1800 2.0990
8 O 3.5398 -4.1834 2.5936
9 O 2.4097 -2.2773 2.8331
10 C 4.4254 -2.3313 0.0588
11 C 4.4878 -2.0390 -1.2647
12 P 6.1687 -1.3622 -1.8441
13 O 7.0880 -2.7164 -1.7609
14 O 6.7026 -0.3942 -0.6087
15 N 3.4367 -2.2338 -2.0928
16 C 3.5646 -1.8573 -3.5057
17 Cl 4.7779 -2.8447 -4.3680
18 C 3.8050 -0.3341 -3.7167
19 C 3.1849 0.1348 -5.0643
20 Cl 3.0707 0.6135 -2.3834
21 C 2.3007 -2.7637 -1.5985
22 C 1.1019 -3.0650 -2.4786
23 C 0.1834 -1.8428 -2.8016
24 C -0.1269 -0.8905 -1.6201
25 O 0.0956 0.4574 -2.0698
26 C -0.9668 1.2831 -1.6772
27 C -0.9151 1.7345 -0.2121
28 O -1.8159 1.6088 -2.4575
29 H -0.3307 -6.5527 1.1588
30 H 0.1386 -5.1658 2.1909
31 H 1.4154 -6.1935 1.5389
32 H -0.8178 -2.8403 0.9867
33 H 2.1094 -1.5479 2.2706
34 H 5.2794 -2.1856 0.7203
35 H 7.8795 -2.6034 -2.3044
36 H 5.9112 -0.0966 -0.1306
37 H 2.6485 -2.0381 -4.0657
38 H 4.8627 -0.0807 -3.7664
39 H 3.8157 0.9412 -5.4520
40 H 3.2483 -0.6687 -5.8096
41 H 2.1639 0.4784 -4.8804
42 H 0.5051 -3.9030 -2.1097
43 H 1.4948 -3.4131 -3.4461
44 H 0.5271 -1.2470 -3.6542
45 H -0.7775 -2.2697 -3.1186
46 H -1.1964 -0.9726 -1.3696
47 H 0.4300 -1.1044 -0.6976
48 H -1.4540 2.6798 -0.1556
49 H -1.3874 0.9274 0.3621
50 H 0.1427 1.8603 0.0371
51 C -4.2891 0.0690 2.0051
52 O -3.4995 1.1978 2.3958
53 H -3.9519 -0.8044 2.5574
54 H -5.3390 0.2542 2.2343
55 H -4.1697 -0.1142 0.9355
56 H -3.8187 1.9529 1.8936
57 C -5.9042 -3.0754 -0.3363
58 O -5.5276 -2.5865 0.9512
59 H -5.4205 -2.4648 -1.0964
60 H -5.5818 -4.1141 -0.4475
61 H -6.9878 -3.0076 -0.4541
62 H -5.9657 -3.1378 1.6055
63 C -9.4409 -1.6830 -1.6951
64 O -9.6783 -2.8305 -0.8759
65 H -8.6516 -1.0879 -1.2407
66 H -9.1253 -2.0014 -2.6933
67 H -10.3473 -1.0845 -1.7657
68 H -10.3767 -3.3375 -1.2976
69 C 5.1504 4.0701 -1.7661
70 O 4.9325 2.8964 -0.9879
71 H 5.9252 4.6657 -1.2903
72 H 5.4731 3.7996 -2.7751
73 H 4.2254 4.6492 -1.8174
74 H 4.2409 2.3929 -1.4270
75 C -0.5629 0.9640 4.8886
76 O -1.5419 0.0040 4.5180
77 H -0.0083 0.5765 5.7404
78 H 0.1312 1.1404 4.0598
79 H -1.0417 1.9050 5.1714
80 H -2.0233 0.3609 3.7643
81 C 4.7680 -0.5978 5.2645
82 O 3.9896 -1.7834 5.3586
83 H 5.0396 -0.2861 6.2697
84 H 5.6810 -0.7850 4.6906
85 H 4.1901 0.2006 4.7873
86 H 3.7558 -2.0481 4.4639
87 C -10.6644 2.2500 -2.7918
88 O -11.1734 1.1041 -2.1151
89 H -9.7412 1.9684 -3.2928
90 H -11.3831 2.6016 -3.5359
91 H -10.4550 3.0500 -2.0774
92 H -11.9876 1.3673 -1.6774
93 C 6.5565 -6.4489 -4.1693
94 O 6.7099 -5.0296 -4.1588
95 H 6.6498 -6.7948 -5.1952
96 H 7.3327 -6.9176 -3.5610
97 H 5.5714 -6.7261 -3.7851
98 H 6.6265 -4.7390 -3.2449
99 C 1.8732 5.5326 0.2894
100 O 1.5170 4.1520 0.4437
101 H 1.2419 5.9709 -0.4805
102 H 1.7193 6.0648 1.2313
103 H 2.9212 5.6105 -0.0140
104 H 2.0880 3.7895 1.1260
105 C -6.3855 4.4226 2.2361
106 O -6.7804 3.0717 2.4598
107 H -7.0103 4.8349 1.4480
108 H -6.5195 5.0123 3.1459
109 H -5.3381 4.4669 1.9234
110 H -6.2195 2.7235 3.1593
111 C 2.1311 8.5489 2.9044
112 O 1.7798 7.1720 3.0740
113 H 1.4961 8.9757 2.1325
114 H 1.9745 9.0912 3.8398
115 H 3.1776 8.6318 2.5975
116 H 2.3499 6.8127 3.7593
117 C 0.7253 11.7230 0.5183
118 O 0.2616 10.5352 1.1574
119 H 1.6568 11.4942 0.0063
120 H -0.0091 12.0717 -0.2114
121 H 0.9055 12.5058 1.2589
122 H -0.5606 10.7541 1.6046
123 C 0.1591 -9.5661 1.9167
124 O -0.5386 -8.7853 0.9457
125 H 1.2082 -9.6044 1.6343
126 H 0.0695 -9.1098 2.9059
127 H -0.2423 -10.5808 1.9446
128 H -1.4631 -8.7642 1.2101